# 1
DFT (the ωB97M-V functional and the def2-TZVPD basis) results for a gas-phase ion, C5H10N3 (charge +1) in a non-equilibrium geometry.

Cartesian coordinates (Å):
C1 -1.20 -1.26 0.11
C2 0.14 -1.29 -0.04
C3 -1.56 0.18 -0.01
C4 1.45 0.42 -1.19
C5 1.50 0.34 1.19
N1 -0.53 0.97 0.01
N2 -2.83 0.54 -0.03
N3 0.61 0.10 -0.04
H1 -1.90 -2.06 -0.03
H2 1.06 -1.90 0.12
H3 1.49 1.53 -1.24
H4 2.46 0.19 -0.82
H5 1.11 -0.18 -2.03
H6 1.83 1.44 1.09
H7 0.74 0.11 1.91
H8 2.37 -0.31 1.23
H9 -3.55 -0.22 0.11
H10 -3.19 1.40 -0.35

Spin multiplicity   3
Total charge   +1
ΔE to the lowest compared entry with this formula, charge and spin   63.0 kcal/mol
Highest occupied orbital energy (spin up / spin down)   -0.37328 / -0.51232 hartree
E_tot   -9804.95451 eV
HOMO-LUMO gap (spin up / spin down)   7.55 / 6.28 eV



# 2
DFT (the ωB97M-V functional and the def2-TZVPD basis) results for 2 unconnected molecules or ions with the total composition C5H10N3O4S2 in a non-equilibrium geometry.

Cartesian coordinates (Å):
C1 0.45 -1.27 -0.93
C2 -0.32 -0.45 -1.62
C3 0.37 -2.75 -0.98
C4 2.01 1.52 1.52
C5 -1.69 1.18 0.78
N1 -2.09 0.04 0.26
N2 -0.80 1.81 0.18
N3 -3.02 -0.58 0.94
O1 -3.00 -0.60 2.15
O2 -3.82 -1.24 0.29
O3 1.41 1.35 -0.95
O4 -0.56 2.11 -2.24
S1 3.48 0.62 1.21
S2 -0.02 1.26 -1.20
H1 1.29 -0.82 -0.35
H2 -1.12 -0.61 -2.19
H3 1.02 -2.96 -1.69
H4 0.49 -3.28 -0.03
H5 -0.61 -2.94 -1.38
H6 1.08 0.95 1.34
H7 2.03 2.28 0.82
H8 2.03 1.93 2.46
H9 -2.17 1.54 1.70
H10 3.61 0.91 -0.07

Spin multiplicity   1
Total charge   -1
ΔE to the lowest compared entry with this formula, charge and spin   4.2 kcal/mol
Highest occupied orbital energy   -0.19577 hartree
E_tot   -39673.97950 eV
HOMO-LUMO gap   8.32 eV